Run A
# C22H38O7

The molecule C22H38O7 (ωB97M-V/def2-TZVPD, OMol25).

```
! RIJCOSX wB97M-V def2-TZVPD def2/J DEFGRID3
* xyz 0 1
C -1.94 -3.17 -3.08
H -2.30 -2.58 -3.93
C -2.95 -3.15 -1.94
C -3.19 -1.72 -1.44
C -4.13 -1.69 -0.23
C -4.25 -0.29 0.38
C -3.02 0.11 1.20
C -3.16 1.48 1.86
C -3.22 2.67 0.89
C -2.01 2.81 -0.03
C -0.70 3.04 0.72
C 0.45 3.32 -0.24
C 1.77 3.49 0.52
C 2.99 3.71 -0.40
C 3.89 2.48 -0.50
H 4.82 2.74 -1.00
H 4.15 2.14 0.51
C 3.22 1.34 -1.26
C 3.80 -0.03 -1.05
O 3.69 -0.93 -1.85
O 4.40 -0.17 0.13
C 4.83 -1.48 0.50
H 5.45 -1.91 -0.30
H 5.43 -1.33 1.40
C 3.68 -2.46 0.78
O 3.25 -3.15 -0.35
H 3.26 -2.54 -1.11
C 2.49 -1.73 1.49
C 1.39 -2.70 1.81
C 0.30 -2.36 1.09
C 0.62 -1.15 0.34
O -0.09 -0.53 -0.42
O 1.89 -0.78 0.63
O -0.91 -2.98 1.06
H -1.47 -2.49 0.44
O 1.60 -3.71 2.66
H 0.82 -4.28 2.67
H 2.88 -1.21 2.37
H 4.03 -3.22 1.49
H 2.19 1.23 -0.91
H 3.18 1.54 -2.33
H 3.60 4.53 -0.01
H 2.66 4.00 -1.40
H 1.67 4.35 1.19
H 1.94 2.61 1.14
H 0.24 4.23 -0.80
H 0.53 2.50 -0.95
H -0.46 2.15 1.30
H -0.82 3.87 1.41
H -1.91 1.92 -0.66
H -2.19 3.66 -0.70
H -3.33 3.58 1.48
H -4.12 2.58 0.27
H -2.32 1.63 2.54
H -4.08 1.49 2.46
H -2.87 -0.63 1.98
H -2.14 0.11 0.56
H -4.41 0.43 -0.42
H -5.13 -0.26 1.03
H -3.78 -2.38 0.54
H -5.12 -2.03 -0.55
H -2.23 -1.27 -1.19
H -3.62 -1.13 -2.24
H -3.90 -3.57 -2.28
H -2.59 -3.78 -1.13
H -1.77 -4.19 -3.42
H -0.99 -2.75 -2.76
*
```

As for the SMILES: CCCCCCCCCCCCCCCC(=O)OC[C@H](O)[C@H]1OC(=O)C(O)=C1O. For the HOMO energy, the calculation gives -9.024 eV. As for the HOMO-LUMO gap: 0.34900 Eh.

Atomic partial charges in e from the Löwdin method, atoms 1 to 4: -0.11, 0.07, -0.27, -0.23

---

Run B
# C22H38O7

The molecule C22H38O7 (ωB97M-V/def2-TZVPD, OMol25).

```
! RIJCOSX wB97M-V def2-TZVPD def2/J DEFGRID3
* xyz 0 1
C 5.99 -2.16 -2.47
H 6.62 -1.31 -2.22
C 4.52 -1.76 -2.46
C 4.24 -0.65 -3.48
C 2.75 -0.29 -3.58
C 2.20 0.34 -2.31
C 0.79 0.92 -2.50
C -0.28 -0.15 -2.71
C -1.68 0.46 -2.73
C -2.78 -0.60 -2.90
C -3.06 -1.40 -1.63
C -3.88 -0.62 -0.61
C -3.92 -1.33 0.74
C -4.82 -0.64 1.77
C -4.35 0.75 2.20
H -4.32 1.42 1.35
H -5.07 1.14 2.91
C -2.97 0.73 2.85
C -1.85 0.86 1.85
O -1.88 1.50 0.84
O -0.76 0.16 2.24
C 0.38 0.24 1.41
H 1.05 -0.55 1.74
H 0.09 0.07 0.37
C 1.09 1.61 1.49
O 2.31 1.58 0.82
H 2.91 0.98 1.28
C 1.31 2.07 2.96
C 1.87 0.98 3.83
C 1.01 0.76 4.84
C -0.12 1.68 4.68
O -1.09 1.76 5.39
O 0.10 2.44 3.59
O 1.09 -0.14 5.86
H 0.30 -0.03 6.40
O 3.03 0.38 3.51
H 3.24 -0.28 4.19
H 1.97 2.94 2.92
H 0.47 2.37 1.00
H -2.86 1.60 3.52
H -2.81 -0.16 3.46
H -4.89 -1.28 2.65
H -5.82 -0.55 1.35
H -4.28 -2.35 0.59
H -2.90 -1.40 1.14
H -4.90 -0.49 -0.99
H -3.44 0.37 -0.49
H -2.11 -1.71 -1.18
H -3.60 -2.32 -1.90
H -3.70 -0.11 -3.21
H -2.48 -1.28 -3.71
H -1.74 1.17 -3.55
H -1.84 1.01 -1.80
H -0.20 -0.89 -1.92
H -0.10 -0.66 -3.66
H 0.54 1.50 -1.61
H 0.79 1.61 -3.35
H 2.17 -0.39 -1.51
H 2.86 1.15 -2.00
H 2.19 -1.20 -3.82
H 2.63 0.41 -4.41
H 4.80 0.24 -3.20
H 4.59 -0.98 -4.46
H 3.91 -2.63 -2.70
H 4.25 -1.42 -1.46
H 6.29 -2.52 -3.45
H 6.18 -2.95 -1.74
*
```

As for the SMILES: CCCCCCCCCCCCCCCC(=O)OC[C@H](O)[C@H]1OC(=O)C(O)=C1O. For the HOMO energy, the calculation gives -9.292 eV. As for the HOMO-LUMO gap: 0.34835 Eh.

Atomic partial charges in e from the Löwdin method, atoms 1 to 4: -0.12, 0.07, -0.28, -0.23

---

What is the stability order? It is run A, run B, from most stable to least stable.

---

Run A
# CH3O3PS2

The molecule CH3O3PS2 (ωB97M-V/def2-TZVPD, OMol25).

```
! RIJCOSX wB97M-V def2-TZVPD def2/J DEFGRID3
* xyz 0 1
C -1.54 0.10 -0.45
O 0.30 1.37 1.74
O 2.86 -0.55 0.24
O 0.66 -1.43 -0.42
P 1.94 -1.61 0.59
S 0.95 1.56 0.41
S 0.16 0.34 -0.95
H -2.05 1.00 -1.03
H -1.40 0.14 0.65
H -1.87 -0.92 -0.78
*
```

For the HOMO energy (spin up / spin down), the calculation gives -8.510 / -8.512 eV. As for the HOMO-LUMO gap (spin up / spin down): 0.28156 / 0.28171 Eh.

Atomic partial charges in e from the Löwdin method, atoms 1 to 4: -0.33, -0.65, -0.52, -0.72

---

Run B
# CH3O3PS2

A structure of composition CH3O3PS2 (ωB97M-V/def2-TZVPD, OMol25).

```
! RIJCOSX wB97M-V def2-TZVPD def2/J DEFGRID3
* xyz 0 1
C -1.66 -0.05 0.25
O 1.28 -1.41 -0.41
O 2.92 0.82 -0.25
O 0.44 1.18 -0.46
P 1.91 0.57 -1.24
S 1.26 -1.01 1.02
S -0.17 0.60 0.87
H -2.28 0.91 -0.02
H -2.16 -0.84 0.87
H -1.54 -0.76 -0.62
*
```

For the HOMO energy, the calculation gives -8.381 eV. As for the HOMO-LUMO gap: 0.31530 Eh.

Atomic partial charges in e from the Löwdin method, atoms 1 to 4: -0.35, -0.80, -0.48, -0.75

---

What is the stability order? It is run B, run A, from most stable to least stable.

---

Run A
# C4H11NP2

A structure of composition C4H11NP2 (ωB97M-V/def2-TZVPD, OMol25).

```
! RIJCOSX wB97M-V def2-TZVPD def2/J DEFGRID3
* xyz 0 1
C 1.16 -1.69 0.29
C -0.66 -0.80 -1.15
C 1.12 0.83 -0.36
C 0.32 -0.46 -0.03
N -1.27 2.03 1.00
P -2.77 2.07 0.95
P -0.78 -0.20 1.51
H 0.66 -2.76 0.39
H 1.93 -1.82 -0.58
H 1.73 -1.60 1.21
H -1.16 -1.78 -1.23
H 0.01 -0.83 -2.01
H -1.39 -0.04 -1.36
H 0.81 1.59 0.36
H 2.21 0.69 -0.38
H 0.72 1.24 -1.24
H -2.78 3.40 0.14
H 0.13 0.13 2.49
*
```

For the HOMO energy (spin up / spin down), the calculation gives -8.346 / -8.347 eV. As for the HOMO-LUMO gap (spin up / spin down): 0.30036 / 0.30037 Eh.

Atomic partial charges in e from the Löwdin method, atoms 1 to 4: -0.16, -0.16, -0.10, -0.84

---

Run B
# C4H11NP2

The molecule C4H11NP2 (ωB97M-V/def2-TZVPD, OMol25).

```
! RIJCOSX wB97M-V def2-TZVPD def2/J DEFGRID3
* xyz 0 1
C -2.71 -0.74 -0.26
C 0.65 0.59 1.06
C 1.82 1.33 0.45
C 0.76 -1.22 -0.57
N 0.12 -0.48 0.48
P -3.28 0.96 -0.24
P -1.35 -1.35 0.91
H -3.43 -1.49 -0.02
H -2.41 -1.08 -1.33
H -0.01 1.21 1.68
H 1.54 2.05 -0.31
H 2.57 0.61 0.15
H 2.16 1.88 1.23
H 0.34 -2.16 -0.79
H 0.42 -0.72 -1.56
H 1.91 -1.24 -0.56
H -2.58 1.57 -1.18
H -1.89 -0.39 1.86
*
```

For the HOMO energy (spin up / spin down), the calculation gives -7.738 / -5.857 eV. As for the HOMO-LUMO gap (spin up / spin down): 0.31429 / 0.18269 Eh.

Atomic partial charges in e from the Löwdin method, atoms 1 to 4: -0.87, -0.23, -0.09, -0.18

---

What is the stability order? It is run A, run B, from most stable to least stable.

---

Run A
# C4H11N2

A cluster of 2 separate species, C4H11N2 in total (ωB97M-V/def2-TZVPD, OMol25).

```
! RIJCOSX wB97M-V def2-TZVPD def2/J DEFGRID3
* xyz 1 3
C 0.52 0.39 -0.09
C 0.70 0.65 -1.52
C -0.85 2.11 0.90
C -0.16 -2.41 0.03
N -0.13 0.82 0.93
N 0.72 -1.58 0.74
H -0.40 0.66 -2.00
H 1.26 1.57 -1.56
H 1.18 -0.21 -1.96
H -1.85 1.74 0.70
H -0.77 2.55 1.91
H -0.35 2.82 0.19
H -1.15 -2.16 0.37
H 0.08 -3.39 0.15
H -0.17 -2.18 -1.10
H -0.26 0.34 1.86
H 1.64 -1.72 0.46
*
```

For the HOMO energy (spin up / spin down), the calculation gives -11.945 / -14.793 eV. As for the HOMO-LUMO gap (spin up / spin down): 0.29430 / 0.30777 Eh.

Atomic partial charges in e from the Löwdin method, atoms 1 to 4: -0.08, -0.02, -0.01, -0.14

---

Run B
# C4H11N2

A cluster of 2 separate species, C4H11N2 in total (ωB97M-V/def2-TZVPD, OMol25).

```
! RIJCOSX wB97M-V def2-TZVPD def2/J DEFGRID3
* xyz 1 3
C -0.18 -0.05 1.70
C 0.62 1.09 0.88
C -0.62 0.53 0.37
C -0.65 1.91 0.69
N 1.14 -1.73 -1.43
N -0.96 -0.20 -0.79
H 0.25 -0.95 1.89
H -0.73 0.41 2.56
H 1.53 1.19 0.50
H 2.02 -1.28 -1.50
H -1.03 2.38 1.62
H -0.66 2.66 -0.13
H 1.35 -2.38 -0.71
H 0.99 -2.31 -2.33
H -1.12 0.29 -1.63
H -1.86 -0.70 -0.65
H -0.09 -0.88 -1.03
*
```

For the HOMO energy (spin up / spin down), the calculation gives -7.059 / -16.012 eV. As for the HOMO-LUMO gap (spin up / spin down): 0.14630 / 0.28357 Eh.

Atomic partial charges in e from the Löwdin method, atoms 1 to 4: 0.05, 0.03, -0.44, 0.00

---

What is the stability order? It is run A, run B, from most stable to least stable.

---

Run A
# C6H9B

The molecule C6H9B (ωB97M-V/def2-TZVPD, OMol25).

```
! RIJCOSX wB97M-V def2-TZVPD def2/J DEFGRID3
* xyz 0 1
B -1.00 -0.01 0.17
C -0.34 -1.40 0.37
C 0.96 -1.26 0.19
C 1.43 0.07 0.11
C 2.65 0.52 -0.15
C 0.11 1.11 0.13
C -2.57 0.12 -0.13
H -0.94 -2.29 0.37
H 1.65 -2.09 -0.04
H 2.86 1.53 -0.49
H 3.50 -0.19 -0.04
H 0.08 1.88 -0.63
H 0.20 1.57 1.09
H -2.64 1.02 -0.82
H -3.22 0.18 0.69
H -2.73 -0.75 -0.81
*
```

As for the SMILES: C=C1C=CB(C)C1. For the HOMO energy, the calculation gives -8.969 eV. As for the HOMO-LUMO gap: 0.34163 Eh.

Atomic partial charges in e from the Löwdin method, atoms 1 to 4: -0.33, 0.01, -0.10, -0.29

---

Run B
# C6H9B

The molecule C6H9B (ωB97M-V/def2-TZVPD, OMol25).

```
! RIJCOSX wB97M-V def2-TZVPD def2/J DEFGRID3
* xyz 0 1
B 0.05 -0.32 -1.13
C 0.53 -1.40 -0.07
C 0.14 -1.12 1.24
C -0.22 0.12 1.61
C -0.51 1.23 2.21
C -1.30 0.22 -0.70
C 1.10 0.27 -2.15
H 0.99 -2.29 -0.25
H 0.14 -1.78 2.09
H -1.31 1.88 2.15
H 0.16 1.68 2.94
H -1.90 0.99 -1.06
H -1.84 -0.49 0.07
H 2.04 -0.36 -1.90
H 1.25 1.32 -1.88
H 0.68 0.04 -3.18
*
```

For the HOMO energy (spin up / spin down), the calculation gives -7.891 / -8.295 eV. As for the HOMO-LUMO gap (spin up / spin down): 0.26533 / 0.28345 Eh.

Atomic partial charges in e from the Löwdin method, atoms 1 to 4: -0.49, 0.05, -0.16, -0.07

---

What is the stability order? It is run A, run B, from most stable to least stable.